1.
Computed, not measured: a structure of composition C30H28NO4SbSe4TcTe, with the ωB97M-V functional and the def2-TZVPD basis.

```
70
Properties=species:S:1:pos:R:3:forces:R:3
Te 2.51493 -2.55846 1.26990 0.0107 -0.0478 -0.0887
Sb -1.80790 1.75546 3.63857 0.1244 0.0914 0.1034
Tc 0.55263 0.67493 0.98002 -0.1063 -0.2954 0.4855
Se -3.38680 0.07931 3.45992 -0.1030 -0.1179 -0.0614
Se 0.55450 0.57661 3.29493 0.0121 0.1374 -0.4538
Se -1.41217 3.92310 4.32232 -0.0363 0.0331 -0.0255
Se -1.27368 2.07950 0.50906 0.2484 -0.0072 -0.1050
O -0.61772 -0.73668 0.25467 0.1514 -0.0073 0.1743
O 2.09111 1.26746 -0.06413 -0.1598 0.3037 0.0899
O -1.17242 -3.28955 0.23732 -0.0107 -0.2296 -0.0152
O -2.33999 0.64744 -0.10254 -0.1101 0.1555 0.0719
N 2.35330 -0.58674 0.99864 -0.2009 -0.3445 0.3273
C -2.33192 -2.96199 -0.38738 0.0563 -0.0629 -0.0039
C 6.41336 -0.41851 -0.89106 -0.0046 0.0086 -0.0033
C 4.08633 0.67758 -1.96584 -0.0042 0.0061 0.0200
C 4.40477 -4.33416 2.59346 0.0242 -0.0221 0.0241
C 6.40615 0.10144 -2.17914 0.0159 -0.0100 -0.0029
C -3.88569 -1.28886 -1.20796 -0.0378 -0.0038 0.0232
C -4.39011 -3.60723 -1.45346 0.0177 0.0117 0.0072
C 7.54456 -4.35072 4.72734 0.0054 0.0005 0.0019
C 4.41861 -3.48708 -2.61204 -0.0124 0.0023 0.0072
C 5.57862 -3.64765 -0.41960 0.0107 -0.0128 0.0235
C 2.09060 -2.96088 -2.89696 -0.0115 0.0046 -0.0030
C 6.01595 -2.51586 3.94018 0.0039 -0.0134 0.0077
C 4.34074 -3.36573 -1.22346 -0.0009 0.0043 -0.0010
C 3.08866 -3.02151 -0.70623 -0.0248 0.0274 0.0529
C 4.08539 0.12737 -0.68102 0.1133 0.0472 0.0216
C -2.66913 -1.61130 -0.57627 -0.0346 0.0120 0.0136
C 1.97143 -2.83323 -1.52521 -0.0116 -0.0112 -0.0328
C -3.20543 -3.94804 -0.83105 0.0110 -0.0088 0.0102
C -4.73735 -2.27069 -1.64828 0.0051 -0.0057 -0.0078
C 4.16769 -2.95153 2.51476 -0.0377 -0.0092 -0.0050
C 3.52263 -5.35175 1.91529 -0.0066 -0.0078 0.0065
C 6.33679 -3.86634 3.98254 -0.0076 0.0117 -0.0044
C 4.59080 -0.56234 3.39163 -0.0406 0.0348 -0.0499
C 3.32616 -3.28543 -3.43832 0.0025 -0.0021 0.0118
C 5.49831 -4.76362 3.32516 -0.0295 0.0108 0.0145
C 4.92242 -2.02278 3.23371 -0.0030 0.0439 0.0084
C 5.24428 0.64067 -2.71920 -0.0024 0.0007 0.0013
C 5.24974 -0.42133 -0.14347 -0.0344 0.0393 -0.0888
C -1.83328 -0.52884 -0.11024 0.0093 -0.0215 -0.1393
C 2.87248 0.21213 0.11273 0.1453 0.1779 -0.4674
H 6.62254 -1.81237 4.49876 0.0023 0.0065 0.0043
H 6.46127 -3.41652 -1.01257 0.0072 -0.0011 -0.0080
H 1.22817 -2.81456 -3.53281 0.0010 -0.0022 -0.0046
H -4.14070 -0.24800 -1.34517 0.0002 0.0026 0.0025
H 8.39821 -4.42080 4.05000 -0.0001 -0.0013 0.0017
H 7.37809 -5.34049 5.14902 -0.0002 -0.0010 0.0032
H 4.05964 -0.41546 4.33493 0.0063 -0.0046 0.0018
H 2.45787 -5.18066 2.11068 0.0053 -0.0035 0.0242
H -5.05373 -4.39190 -1.79124 -0.0026 -0.0050 0.0015
H 3.73638 -6.34762 2.29777 0.0163 -0.0045 -0.0236
H 5.25088 1.05104 -3.71914 0.0005 0.0033 -0.0106
H 5.25749 -0.80886 0.86482 -0.0002 -0.0226 0.0694
H 5.63171 -3.07857 0.50417 0.0090 -0.0184 -0.0226
H 5.63491 -4.70750 -0.16149 -0.0099 -0.0068 0.0084
H -5.66514 -2.01056 -2.13596 -0.0033 -0.0011 -0.0056
H 5.37487 -3.74698 -3.04886 0.0060 -0.0028 -0.0029
H 5.69719 -5.82664 3.39278 0.0006 -0.0068 0.0006
H -1.14790 -4.25159 0.35296 -0.0405 0.1857 -0.0239
H 7.31712 0.10065 -2.76273 0.0064 -0.0007 -0.0023
H 3.18438 1.12439 -2.36182 0.0025 -0.0054 0.0007
H -2.94846 -4.98988 -0.67942 -0.0055 -0.0109 -0.0022
H 7.32818 -0.81186 -0.46895 0.0051 -0.0034 0.0032
H 1.00284 -2.58898 -1.09715 -0.0018 -0.0078 0.0162
H 3.43982 -3.38939 -4.50893 -0.0028 -0.0017 -0.0064
H 3.67163 -5.38161 0.83367 -0.0021 0.0093 -0.0442
H 7.81528 -3.66946 5.53162 0.0015 0.0013 0.0009
H 5.50102 0.03346 3.43951 0.0055 0.0116 -0.0034
H 3.96028 -0.16276 2.60115 0.0567 -0.0326 0.0729
```
Forces are in eV/Å.

The LUMO energy (alpha / beta) comes out at -7.11 / -7.51 eV. Its expectation value of S² is 0.763. As for the net charge: +2. As for the spin multiplicity: 2. Its energy relative to the best compared isomer or geometry (same formula, charge and spin) is 4.6 kcal/mol. Its frontier orbital gap (alpha / beta) is 0.238 / 0.224 Ha.

=====

2.
Computed, not measured: a structure of composition C42H31Br2F4FeN11O3, with the ωB97M-V functional and the def2-TZVPD basis.

```
94
Properties=species:S:1:pos:R:3:forces:R:3
Br -1.99540 -2.97830 5.77750 -0.0074 -0.0401 0.0555
Br -6.03932 -0.56599 -0.54623 -0.0610 0.0067 -0.0070
Fe 0.43246 0.07797 0.47310 0.2702 -2.3576 0.1361
F -2.20083 7.33131 -3.54119 -0.0562 -0.0036 0.0267
F 0.10254 6.11996 -3.34894 0.0188 -0.0921 0.0219
F -4.28261 3.70201 -1.22945 -0.0234 0.0538 -0.0739
F -2.01327 2.45585 -1.14720 0.1325 0.0661 0.0961
O 1.17519 2.49669 1.51926 0.0241 0.1635 -0.1190
O -0.98742 1.32512 1.89376 0.0998 0.1653 -0.5273
O 2.43235 0.33134 1.22067 -0.4560 0.1457 -0.0339
N 0.72816 1.32790 -0.96720 -0.3016 0.4339 0.0794
N -0.13348 -1.11258 1.97493 0.4395 0.1771 0.3993
N -4.88595 8.69069 -3.28263 -0.0345 0.0272 -0.0335
N 2.08689 -6.48669 -1.33450 0.0423 -0.2407 -0.0036
N 2.67318 4.87644 -2.23861 0.0478 -0.0935 -0.0075
N 1.56532 -5.86624 -3.41070 -0.0233 0.0925 -0.0818
N -1.92077 2.91830 3.18797 -0.0682 0.0206 0.0297
N -1.42039 -0.81724 -0.28556 0.0357 1.1291 0.4688
N -6.73778 5.35475 -1.34166 -0.0815 0.0168 -0.0174
N 4.48886 1.21899 1.45321 0.0674 -0.0607 -0.0581
N 1.29641 -1.58884 -0.48567 -0.2816 0.5732 0.1782
C -2.01570 -1.99767 3.12764 -0.1040 -0.0781 0.0063
C -0.81577 4.25920 -2.17088 -0.4553 0.3046 -0.0303
C 0.11692 -1.91785 4.20910 0.0925 0.0285 -0.0402
C 0.61931 -1.35853 3.04900 -0.0823 -0.0418 0.0218
C -3.07595 2.07889 3.49847 0.0224 0.0078 -0.0758
C 1.70003 -9.49282 -4.13086 0.0519 -0.1113 0.0789
C 0.56016 2.37535 -1.39945 -0.0498 0.3841 -0.6761
C -5.77038 5.75341 -1.81249 0.2768 0.0946 -0.0817
C 1.19334 -3.05257 -2.37079 0.0714 0.0132 -0.0660
C -3.23024 4.30314 -1.75183 -0.0593 0.2150 -0.0802
C 1.53418 -8.17272 -4.47585 -0.0030 0.1587 -0.0534
C 2.55286 2.70363 1.60303 -0.1223 -0.0651 -0.0835
C 1.80664 -5.48372 -2.11617 -0.0345 0.0849 -0.0403
C -2.14774 6.17644 -2.91705 -0.3366 -0.0169 0.1000
C -2.03187 -0.54986 -1.44171 0.0810 0.0221 0.0572
C -0.93850 2.44273 2.42528 -0.1076 -0.0247 0.0456
C -0.96800 5.55155 -2.81945 0.1833 -0.1918 0.1189
C 1.64885 4.35859 -2.19510 -0.1498 -0.0958 0.0070
C 1.70177 -7.23828 -3.45330 -0.0506 -0.0190 -0.0125
C -1.43277 -1.42022 2.01596 -0.0901 0.0212 -0.0721
C -2.18657 -1.08182 0.78614 0.0345 -0.1242 -0.0584
C 2.01886 -3.85607 -0.28578 0.0983 -0.0149 -0.0320
C -4.55709 6.29040 -2.37803 -0.5237 0.3110 0.0631
C -2.05166 3.67395 -1.69099 0.0927 -0.0700 -0.2528
C -3.56696 -1.02335 0.74548 -0.0339 -0.1106 0.0571
C 2.03266 -9.88236 -2.81654 0.0060 -0.0238 -0.0448
C 5.39114 2.35003 1.65737 -0.0148 -0.0606 0.0858
C -4.17893 -0.70715 -0.45555 -0.0584 0.0007 -0.0167
C -1.87065 4.23083 3.82955 0.0741 -0.0637 -0.0090
C 0.39780 3.67790 -1.98827 0.6749 -0.3368 0.3206
C 3.16772 1.32263 1.39584 0.1552 -0.0558 0.0521
C 1.67990 -4.11338 -1.61307 -0.0377 -0.1619 -0.0789
C 1.81497 -2.59714 0.22796 0.0935 0.0505 -0.0163
C 2.20490 -8.95586 -1.81612 0.0145 -0.0041 0.0548
C -3.40440 -0.49105 -1.58235 0.0579 -0.0825 -0.0892
C -1.22998 -2.23625 4.24441 -0.0366 -0.0133 -0.0286
C 5.14107 -0.08732 1.37181 -0.0128 0.0599 -0.0222
C -3.38101 5.62652 -2.35401 0.4063 -0.2392 -0.0238
C -4.71046 7.61961 -2.90960 0.0124 -0.2486 0.0975
C 0.30968 3.30086 2.25618 0.0215 -0.0835 -0.0065
C 2.02847 -7.60915 -2.14491 -0.0134 0.1550 0.1608
C 1.02091 -1.82212 -1.77030 0.1432 0.0309 -0.0298
H -2.88844 4.58479 3.97115 -0.0126 0.0133 -0.0154
H -2.82443 1.03819 3.31752 0.0208 -0.0056 0.0140
H -3.85363 -0.26342 -2.53835 0.0100 -0.0220 0.0049
H 0.71384 3.55108 3.24365 0.0413 0.0248 -0.0037
H -3.05969 -2.27595 3.13183 0.0126 0.0205 0.0008
H 5.78846 2.34349 2.67335 -0.0163 -0.0019 0.0115
H 0.65380 -0.97803 -2.33895 -0.0087 -0.0375 -0.0024
H 0.76173 -2.09644 5.05729 -0.0098 -0.0045 -0.0045
H 0.08712 4.23713 1.73051 -0.0544 0.0315 0.0557
H -1.39099 -0.36093 -2.29338 -0.0183 0.0814 0.0231
H 6.22579 2.25982 0.96480 -0.0083 0.0069 -0.0314
H 5.65900 -0.29439 2.30872 0.0012 -0.0021 0.0036
H -3.33859 2.21261 4.54599 -0.0066 0.0019 0.0083
H 1.57093 -10.25519 -4.88748 0.0112 -0.0014 0.0125
H 2.89269 3.40305 0.83161 0.0584 0.0244 0.0269
H -1.34860 4.95792 3.21161 -0.0180 -0.0127 -0.0127
H -4.16652 -1.19349 1.62769 0.0212 -0.0288 -0.0015
H 2.46007 -9.24251 -0.80473 -0.0138 -0.0170 -0.0203
H 0.93880 -3.16919 -3.41554 -0.0234 0.0263 0.0154
H 2.43024 -4.65419 0.31589 -0.0361 0.0231 0.0373
H -1.38355 4.17890 4.80481 -0.0207 -0.0120 0.0220
H 5.87095 -0.08130 0.56315 -0.0083 0.0137 -0.0084
H 2.84471 3.09469 2.58271 0.0457 0.0010 0.0200
H 2.15084 -10.93498 -2.59673 0.0065 0.0146 -0.0164
H 4.90176 3.30033 1.47252 -0.0055 -0.0099 -0.0120
H 1.66266 -1.08435 2.96683 -0.0164 0.0586 0.0406
H 4.39968 -0.85491 1.18473 -0.0069 -0.0021 -0.0107
H 1.27940 -7.88385 -5.48736 0.0010 0.0107 0.0251
H 1.37741 -5.27178 -4.19782 -0.0054 0.0030 0.0095
H 2.07437 -2.37600 1.25285 -0.0053 -0.0201 -0.0405
H -3.93140 2.34898 2.87750 -0.0064 0.0344 0.0137
```
Forces are in eV/Å.

The LUMO energy (alpha / beta) comes out at -7.66 / -7.66 eV. As for the net charge: +2. Its frontier orbital gap (alpha / beta) is 0.159 / 0.158 Ha.

=====

3.
Computed, not measured: a structure of composition C5H8O3Yb, with the ωB97M-V functional and the def2-TZVPD basis.

```
17
Properties=species:S:1:pos:R:3:forces:R:3
Yb 1.83991 1.79048 -0.32502 -0.2612 3.2954 0.4878
O 2.84977 0.14352 -0.47228 1.2148 -2.9066 -0.6495
O -0.23325 1.95660 -0.50489 -1.2493 -0.0522 0.1658
O 0.31311 -0.02966 0.49147 0.4427 0.2626 1.2748
C -0.72525 0.89233 0.16393 -1.0718 -0.1834 -0.7824
C -2.04371 0.28142 -0.18812 -0.1822 -0.0746 -0.2894
C 0.74220 -1.07075 -0.38773 -0.4309 0.1842 -0.3600
C 2.26435 -1.10541 -0.29673 0.4303 -0.6082 0.3767
C -1.88090 1.00252 1.15192 0.5944 -0.1264 -0.1187
H -2.13819 -0.80579 -0.16168 -0.0220 0.3076 0.0056
H 2.52747 -1.46895 0.71805 -0.1093 -0.1584 -0.3506
H 0.29363 -2.02619 -0.07560 0.1626 0.1632 -0.0416
H 2.62705 -1.84771 -1.03299 -0.0415 0.1222 0.2021
H -1.86375 0.37694 2.04625 0.0095 0.2170 -0.2604
H -2.61252 0.78817 -0.96959 0.1331 -0.1828 0.2603
H -2.35757 1.97952 1.25487 0.2639 -0.3053 -0.0418
H 0.39764 -0.85704 -1.41185 0.1170 0.0457 0.1213
```
Forces are in eV/Å.

The LUMO energy (alpha / beta) comes out at -0.54 / -0.54 eV. Its energy relative to the best compared isomer or geometry (same formula, charge and spin) is 0.0 kcal/mol. Its frontier orbital gap (alpha / beta) is 0.234 / 0.234 Ha.

=====

Here are the calculated strongest force on any atom numbers, same order: 0.58; 2.38; 3.34 (eV Å⁻¹).
Here are the calculated DFT total energy numbers, same order: -318644.5361; -251918.2006; -42985.0928 (eV).